The following is a quantum chemistry calculation of C18H42NO17P2Pt as an isolated structure at a distorted geometry, from the OMol25 dataset.

Output
2S+1: 4
<S²>: 3.76
E_HOMO (alpha / beta) (eV): -7.2862 / -10.1343
Charge: 0

Each line ends with the Mulliken spin population.
Cartesian coordinates (Å):
Pt1 1.6020 -3.4185 1.2254  2.71
N1 -0.1661 -1.6512 -0.0179  -0.02
O1 -1.0761 -0.9807 -0.4550  0.03
O2 0.3129 -2.5962 -0.5287  0.04
O3 0.2044 -1.7142 1.1320  0.05
C1 -4.2965 -1.5462 -0.7750  0.00
O4 -5.2631 -1.5172 -1.8152  0.00
C2 -5.5840 -2.6509 -2.4802  0.00
O5 -5.2887 -3.7841 -2.1534  0.00
O6 -6.6741 -2.2837 -3.2436  0.00
C3 -7.7283 -3.1144 -3.6530  0.00
H1 -4.6860 -1.8070 0.2090  0.00
H2 -3.7908 -0.5893 -0.6451  0.00
H3 -3.4915 -2.2758 -0.8628  0.00
H4 -8.6168 -2.5838 -3.9952  0.00
H5 -8.0152 -3.7107 -2.7869  0.00
H6 -7.4442 -3.8589 -4.3968  0.00
C4 -2.0263 1.8861 -2.5740  0.00
O7 -3.3338 2.2614 -2.8951  0.00
C5 -3.8118 2.1430 -4.1636  0.00
O8 -3.2387 1.5278 -5.0501  0.00
O9 -5.0207 2.6855 -4.1416  0.00
C6 -5.8214 2.7785 -5.3363  0.00
H7 -1.5424 1.4830 -3.4637  0.00
H8 -2.0647 1.2091 -1.7207  0.00
H9 -1.4169 2.7115 -2.2059  0.00
H10 -5.2728 3.5316 -5.9019  0.00
H11 -6.8383 3.1582 -5.2366  0.00
H12 -5.9221 1.8878 -5.9565  0.00
C7 -1.3761 1.2833 2.4684  0.00
C8 -0.0182 1.3703 3.2301  0.00
O10 -0.0366 2.6434 3.9395  0.00
P1 1.1107 2.9213 5.0779  0.00
O11 2.1712 1.8286 5.1884  0.00
O12 1.6584 4.3953 4.6069  0.00
C9 0.8556 5.4785 4.1345  0.00
C10 0.7959 5.2786 2.5927  0.00
O13 0.3809 3.1001 6.5197  0.00
C11 -0.2155 2.0010 7.2167  0.00
C12 -1.4214 2.6644 7.8351  0.00
H13 -1.9939 0.6699 3.1243  0.00
H14 -1.7285 2.3139 2.4256  0.00
H15 -1.3394 0.8343 1.4759  0.00
H16 -0.0034 0.4472 3.8096  0.00
H17 0.7303 1.1486 2.4694  0.00
H18 -0.1556 5.3875 4.5309  0.00
H19 1.3255 6.4119 4.4445  0.00
H20 0.5353 4.2488 2.3482  0.00
H21 -0.0218 5.7656 2.0616  0.00
H22 1.7671 5.5338 2.1689  0.00
H23 -0.4235 1.1592 6.5563  0.00
H24 0.4574 1.6496 7.9989  0.00
H25 -1.7195 2.0695 8.6984  0.00
H26 -1.0758 3.6270 8.2121  0.00
H27 -2.2529 3.0251 7.2296  0.00
C13 2.5181 -2.9613 -4.5885  0.00
C14 2.6240 -3.7505 -3.2890  0.00
O14 3.9381 -3.6116 -2.8784  0.01
P2 4.0804 -3.0898 -1.3162  0.07
O15 3.0289 -3.4544 -0.3176  0.10
O16 4.1656 -1.4220 -1.4666  0.00
C15 4.6455 -0.6457 -0.4233  0.00
C16 3.5342 0.3357 -0.1356  0.00
O17 5.6304 -3.4007 -0.9077  0.01
C17 6.5707 -3.8918 -1.7613  0.00
C18 7.9212 -3.6412 -1.0050  0.00
H28 1.6228 -3.3501 -5.0735  0.00
H29 2.3994 -1.8778 -4.5863  0.00
H30 3.3247 -3.2589 -5.2584  0.00
H31 1.9225 -3.1710 -2.6888  0.00
H32 2.3087 -4.7894 -3.3859  0.00
H33 4.8775 -1.0758 0.5510  0.00
H34 5.5938 -0.1277 -0.5665  0.00
H35 2.5485 -0.0917 -0.3200  0.00
H36 3.4768 0.5997 0.9204  0.00
H37 3.6735 1.3100 -0.6041  0.00
H38 6.4034 -4.9314 -2.0432  0.00
H39 6.6248 -3.3450 -2.7027  0.00
H40 8.7252 -4.0312 -1.6293  0.00
H41 8.2456 -2.6020 -0.9517  0.00
H42 7.9010 -4.1621 -0.0478  0.00



The following is a quantum chemistry calculation of C17H22ClHfNS as an isolated structure at a distorted geometry, from the OMol25 dataset.

Output
E_HOMO (eV): -15.4656
Energy relative to the best compared isomer or geometry (same formula, charge and spin) (kJ/mol): 115.48
Charge: +2

Each line ends with the natural charge from an NBO analysis.
Cartesian coordinates (Å):
C1 -1.7643 -0.8978 -4.1581  0.06
C2 -3.1025 -1.6322 -3.9431  -0.64
C3 -2.0034 0.3953 -4.9619  -0.64
C4 -0.7796 -1.8101 -4.9153  -0.64
Cl1 -1.0408 -0.4579 -2.5370  -0.18
H1 -2.4344 0.1604 -5.9430  0.24
H2 -1.0510 0.9178 -5.1462  0.22
H3 -2.7236 1.0473 -4.4419  0.22
H4 -3.5464 -1.8956 -4.9116  0.24
H5 -3.8276 -0.9823 -3.4269  0.22
H6 -2.9523 -2.5761 -3.3945  0.22
H7 -1.1919 -2.0808 -5.8953  0.24
H8 -0.6136 -2.7513 -4.3665  0.22
H9 0.1713 -1.2854 -5.1022  0.22
C5 -0.8885 1.7909 2.9564  -0.24
C6 -0.2462 2.4059 1.8276  -0.41
C7 -0.6997 1.7180 0.6357  -0.39
H10 0.2785 3.3599 1.8641  0.29
C8 -1.4811 0.5754 1.0658  -0.39
C9 -1.6753 0.6996 2.4707  -0.23
H11 -2.3036 0.0412 3.0706  0.27
H12 -0.8473 2.1500 3.9875  0.28
H13 -0.6514 2.0684 -0.3984  0.30
H14 -1.9804 -0.1309 0.4066  0.30
C10 3.0437 -0.3889 0.8781  -0.30
C11 3.1981 0.8478 1.5960  -0.34
C12 2.4714 1.8575 0.8764  -0.37
H15 3.8567 1.0159 2.4529  0.29
C13 1.8794 1.2426 -0.2875  -0.30
C14 2.1539 -0.1816 -0.2239  -0.43
H16 1.8509 -0.9223 -0.9564  0.31
H17 3.5151 -1.3425 1.1208  0.28
H18 2.5184 2.9266 1.0973  0.29
H19 1.4311 1.7314 -1.1473  0.30
Hf1 0.8593 0.3399 1.6061  2.26
S1 2.6551 -1.4348 5.6164  0.63
C15 0.9150 -1.1238 5.8422  -0.37
C16 0.3326 -0.7341 4.6714  -0.04
N1 1.2351 -0.6093 3.5833  -0.69
C17 2.4716 -1.0729 3.9565  -0.10
H20 0.4136 -1.2083 6.8099  0.29
H21 -0.7357 -0.5258 4.5081  0.25
H22 3.2903 -1.2469 3.2568  0.25



The following is a quantum chemistry calculation of C8H16Ag3BBr8F4 as an isolated structure at a distorted geometry, from the OMol25 dataset.

Output
E_HOMO (eV): -14.5271
Energy relative to the best compared isomer or geometry (same formula, charge and spin) (kJ/mol): 1334.17
Charge: +2

Each line ends with the natural charge from an NBO analysis.
Cartesian coordinates (Å):
Ag1 -1.8626 -2.1811 -1.8002  0.95
Ag2 0.4876 -2.8855 -1.7523  0.91
Ag3 -1.3132 -3.5309 0.6809  0.75
B1 -0.3297 -1.1317 -0.2979  1.28
F1 -0.3736 -1.3685 -1.6753  -0.61
F2 0.4043 -2.1961 0.1791  -0.57
F3 0.2290 -0.0194 0.1962  -0.48
F4 -1.6281 -1.2036 0.1861  -0.56
Br1 -3.8064 -2.3797 1.3517  0.04
C1 -2.7745 -1.5643 2.8475  -0.45
C2 -1.3962 -0.9491 2.4466  -0.43
Br2 -0.1326 -2.5129 2.4896  0.02
H1 -2.7330 -2.2264 3.7123  0.27
H2 -3.3368 -0.7007 3.2025  0.27
H3 -0.8643 -0.3273 3.1667  0.27
H4 -1.3163 -0.3404 1.5459  0.26
Br3 -2.6948 2.5483 0.4788  -0.04
C3 -1.3276 3.1047 -0.9100  -0.42
C4 0.0403 2.4216 -0.7371  -0.45
Br4 0.8815 3.0793 0.9420  0.00
H5 -1.0920 4.1686 -0.8815  0.24
H6 -1.7788 2.9141 -1.8837  0.23
H7 0.7634 2.6863 -1.5086  0.23
H8 -0.0757 1.3458 -0.6057  0.20
Br5 3.5622 -1.2778 0.6287  0.00
C5 2.2961 -0.0064 1.3247  -0.50
C6 2.4028 0.1806 2.8676  -0.42
Br6 2.4599 -1.5257 3.9218  -0.02
H9 1.3536 -0.4393 0.9895  0.22
H10 2.2867 0.9855 0.8729  0.24
H11 1.5274 0.7066 3.2483  0.22
H12 3.3190 0.7073 3.1347  0.25
Br7 -0.9573 1.9489 -4.0570  0.03
C7 0.5251 0.6129 -4.2979  -0.42
C8 1.1750 0.3423 -2.9159  -0.50
Br8 2.5714 -1.0046 -2.8253  0.06
H13 1.1177 0.8160 -5.1899  0.27
H14 0.0907 -0.3850 -4.3586  0.19
H15 0.5845 0.3198 -2.0000  0.22
H16 1.7154 1.2679 -2.7174  0.24



The following is a quantum chemistry calculation of C23H55I2NbO17P2 as an isolated structure at a distorted geometry, from the OMol25 dataset.

Output
E_HOMO (eV): -1.7714
Charge: -2

Each line ends with the Löwdin charge.
Cartesian coordinates (Å):
C1 4.4175 -1.0826 -1.7070  -0.05
C2 3.5452 -2.0101 -2.5712  -0.42
O1 4.3201 -3.1001 -3.0509  -0.03
C3 2.4591 -2.5713 -1.6583  -0.30
O2 1.7285 -1.5268 -1.0338  -0.45
Nb1 -0.1027 -1.0871 -1.7775  1.26
I1 -0.9248 -0.4155 0.8840  0.17
C4 0.6167 1.0586 -2.1589  -0.38
C5 1.1733 1.8012 -0.9888  -0.91
O3 1.9000 1.4311 -0.1407  -0.07
I2 0.5778 3.9757 -0.8451  0.48
C6 0.5034 -1.5280 -3.8947  -0.83
O4 0.9250 -0.6243 -4.6567  -0.13
O5 0.4375 -2.7049 -4.2211  -0.05
P1 -2.3880 -0.4212 -2.7471  0.66
C7 -3.7380 -0.4639 -1.4733  -0.41
O6 -2.8330 -1.5927 -3.8850  -0.44
P2 -1.0265 -3.4895 -1.3248  0.33
O7 -2.1675 -3.3433 -0.3621  -0.49
O8 0.0542 -4.5078 -0.5570  -0.25
O9 -1.6392 -4.2792 -2.5974  -0.23
H1 5.1572 -0.5970 -2.3544  0.07
H2 4.9193 -1.6334 -0.9137  0.08
H3 3.8041 -0.2819 -1.2974  0.06
H4 3.1287 -1.3780 -3.3589  0.13
H5 4.7902 -2.7753 -3.8197  0.08
H6 1.8603 -3.3261 -2.1664  0.09
H7 3.0045 -3.1024 -0.8610  0.12
H8 1.3629 1.1410 -2.9540  0.04
H9 -0.2409 1.6346 -2.5052  -0.01
H10 -4.6287 -0.8709 -1.9740  0.02
H11 -4.0292 0.5276 -1.1286  -0.01
H12 -3.5432 -1.1144 -0.6222  -0.04
H13 -3.7329 -1.3747 -4.1438  0.00
H14 0.4152 -3.9384 0.1337  0.03
H15 -2.4135 -4.7697 -2.3021  0.05
C8 -2.6606 -5.0554 6.3335  -0.13
O10 -2.6821 -3.6448 6.4065  -0.20
C9 -1.3863 -3.0660 6.2947  -0.20
C10 -1.0972 -2.5697 4.8919  -0.21
O11 -1.0453 -3.6323 3.9589  -0.20
C11 -2.2541 -3.7875 3.2177  -0.10
H16 -3.6741 -5.3955 6.1218  0.08
H17 -2.0001 -5.4131 5.5412  0.08
H18 -2.3390 -5.4781 7.2945  0.08
H19 -0.6185 -3.7780 6.6152  0.12
H20 -1.3600 -2.2118 6.9798  0.12
H21 -0.1116 -2.0930 4.8900  0.12
H22 -1.8321 -1.8202 4.5834  0.13
H23 -2.3018 -3.0389 2.4244  0.05
H24 -3.1397 -3.7020 3.8543  0.08
H25 -2.2466 -4.7765 2.7628  0.09
C12 3.1729 0.4189 -9.1010  -0.11
O12 4.3775 0.4514 -8.3577  -0.19
C13 4.9063 1.7562 -8.2055  -0.22
C14 4.5506 2.3587 -6.8595  -0.23
O13 3.1621 2.5695 -6.7295  -0.20
C15 2.4973 1.5339 -5.9897  -0.10
H26 2.6898 -0.5379 -8.9118  0.09
H27 2.4902 1.2176 -8.8064  0.08
H28 3.3914 0.5019 -10.1740  0.08
H29 4.5710 2.4096 -9.0186  0.12
H30 5.9971 1.6673 -8.2734  0.12
H31 5.0319 3.3415 -6.7809  0.12
H32 4.9271 1.7327 -6.0442  0.13
H33 2.6543 1.6758 -4.9182  0.08
H34 2.8402 0.5413 -6.2761  0.08
H35 1.4334 1.6021 -6.1965  0.09
C16 -5.9736 2.8793 -0.5630  -0.12
O14 -4.7692 2.9969 0.1674  -0.19
C17 -4.2369 4.3115 0.1661  -0.20
C18 -4.5768 5.0512 1.4426  -0.20
O15 -5.9784 5.2747 1.5771  -0.20
C19 -6.6048 4.3275 2.4212  -0.12
H36 -6.4552 1.9485 -0.2646  0.09
H37 -6.6580 3.7088 -0.3640  0.08
H38 -5.7584 2.8353 -1.6365  0.09
H39 -4.5802 4.8688 -0.7114  0.13
H40 -3.1495 4.2175 0.0989  0.12
H41 -4.1008 6.0360 1.4127  0.12
H42 -4.1881 4.5148 2.3129  0.13
H43 -6.4244 4.5809 3.4727  0.08
H44 -6.2526 3.3123 2.2284  0.09
H45 -7.6774 4.3664 2.2301  0.08
C20 3.7071 1.5444 7.5352  -0.13
O16 3.8135 2.0316 6.2136  -0.19
C21 3.8214 0.9914 5.2387  -0.20
C22 2.4616 0.7939 4.6035  -0.19
O17 1.5028 0.3347 5.5509  -0.20
C23 0.6764 1.3702 6.0480  -0.11
H46 3.4062 2.3741 8.1752  0.08
H47 2.9626 0.7497 7.6200  0.08
H48 4.6792 1.1687 7.8783  0.08
H49 4.1815 0.0558 5.6782  0.12
H50 4.5276 1.2905 4.4593  0.13
H51 2.5442 0.0215 3.8348  0.13
H52 2.1177 1.7111 4.1191  0.13
H53 -0.1040 1.6108 5.3188  0.09
H54 1.2459 2.2733 6.2806  0.08
H55 0.2037 1.0108 6.9630  0.08



The following is a quantum chemistry calculation of one molecule with the formula C5H9NO at a distorted geometry, from the OMol25 dataset.

Output
E_HOMO (eV): -8.7432
Energy relative to the best compared isomer or geometry (same formula, charge and spin) (kJ/mol): 245.46
Charge: 0

Each line ends with the natural charge from an NBO analysis.
Cartesian coordinates (Å):
C1 -1.1293 0.0881 -1.7172  -0.44
C2 -0.6275 1.4144 0.9205  -0.70
N1 -0.1196 -0.3068 -0.7777  -0.44
C3 0.2042 0.3543 0.2648  0.34
C4 1.1785 -1.7972 0.1905  0.47
C5 1.2602 -0.3667 1.0221  -0.55
O1 1.0212 -2.8493 0.7582  -0.56
H1 1.6078 -1.7640 -0.8239  0.13
H2 -1.1390 1.1650 -1.9021  0.18
H3 -2.1155 -0.2061 -1.3478  0.20
H4 -0.9154 -0.3829 -2.6776  0.21
H5 -1.6884 1.1620 0.9138  0.23
H6 -0.3185 1.5628 1.9528  0.23
H7 -0.5154 2.3456 0.3626  0.23
H8 1.0513 -0.4518 2.0883  0.23
H9 2.2454 0.0327 0.7726  0.23



The following is a quantum chemistry calculation of C5H11N as an isolated structure, from the OMol25 dataset.

Output
E_HOMO (eV): -7.9664
Energy relative to the best compared isomer or geometry (same formula, charge and spin) (kJ/mol): 511.45
Charge: 0

Each line ends with the natural charge from an NBO analysis.
Cartesian coordinates (Å):
C1 -0.5327 -1.6130 1.8980  -0.61
C2 0.0819 -0.3397 1.3099  -0.41
C3 0.0219 -0.3908 -0.2131  -0.21
N1 0.1868 1.5442 -0.2911  -0.44
C4 0.6231 0.6227 -1.5914  -0.31
C5 0.0069 2.0025 -1.5853  -0.25
H1 -1.5540 -1.7575 1.5227  0.20
H2 -0.5960 -1.5347 2.9884  0.22
H3 0.0419 -2.5154 1.6595  0.20
H4 -0.4768 0.5327 1.6488  0.23
H5 1.1162 -0.2138 1.6483  0.21
H6 -1.0004 -0.5904 -0.5410  0.20
H7 0.6539 -1.2343 -0.5342  0.19
H8 1.6942 0.5764 -1.7685  0.22
H9 0.0317 -0.0155 -2.2507  0.22
H10 0.7171 2.7469 -1.9609  0.19
H11 -1.0096 2.1125 -1.9982  0.15



The following is a quantum chemistry calculation of one molecule with the formula C5H7BrO at a distorted geometry, from the OMol25 dataset.

Output
E_HOMO (eV): -9.8088
Energy relative to the best compared isomer or geometry (same formula, charge and spin) (kJ/mol): 179.52
Charge: 0

Each line ends with the natural charge from an NBO analysis.
Cartesian coordinates (Å):
C1 -1.1214 -0.2587 -1.6661  -0.38
C2 0.7417 -1.6365 1.2889  -0.42
C3 -0.7197 0.8073 -1.0166  -0.22
C4 0.8770 -0.4778 0.6656  -0.04
C5 -0.1945 0.7748 0.4526  0.03
O1 0.2040 2.0140 0.9950  -0.69
Br1 2.4545 -0.1343 -0.3873  0.00
H1 -1.7104 -0.0167 -2.5623  0.21
H2 -0.8661 -1.2130 -1.3463  0.20
H3 1.5217 -2.2581 1.2755  0.21
H4 -0.1358 -1.8021 1.7190  0.21
H5 -1.2631 1.8011 -1.3336  0.22
H6 -0.9333 0.3689 1.1602  0.19
H7 1.1453 2.0311 0.7554  0.47



The following is a quantum chemistry calculation of one molecule with the formula C6H10, from the OMol25 dataset.

Output
E_HOMO (eV): -8.7463
Energy relative to the best compared isomer or geometry (same formula, charge and spin) (kJ/mol): 6.63
Charge: 0

Each line ends with the natural charge from an NBO analysis.
Cartesian coordinates (Å):
C1 -0.6428 1.3098 1.6752  -0.64
C2 -0.3207 0.4260 0.5074  0.02
C3 -0.9971 0.2992 -0.6379  -0.21
C4 -0.2049 -0.4941 -1.6595  -0.43
C5 0.7475 -1.3055 -0.7549  -0.39
C6 0.9669 -0.3753 0.4560  -0.44
H1 0.1479 2.0640 1.7981  0.22
H2 -1.5906 1.8399 1.5360  0.22
H3 -0.6923 0.7482 2.6170  0.21
H4 -1.9498 0.7827 -0.8445  0.21
H5 -0.7698 -1.0650 -2.3995  0.21
H6 0.3719 0.1983 -2.2996  0.20
H7 0.2767 -2.2358 -0.4065  0.20
H8 1.6708 -1.5771 -1.2726  0.21
H9 1.8229 0.2984 0.2917  0.20
H10 1.1633 -0.9137 1.3936  0.21



Respective DFT total energy values: -2846.6716 -1621.5756 -21770.8198 -3523.4456 -325.8441 -251.6677 -2843.8704 -234.6000 Ha.